# 1
This record from the Open Molecules 2025 dataset describes a 6-piece molecular cluster, C29H47BClFN3O21S overall. The level of theory is ωB97M-V/def2-TZVPD.

Each atom is followed by the atoms it is bonded to, with distances in Å.
Positions of all 104 atoms, in Å:
1 C 0.565 5.141 3.065  C2 1.535, H28 1.096, H29 1.089, H30 1.095
2 C -0.032 5.762 1.794  C1 1.535, C3 1.569, H31 1.091, H32 1.084
3 C 0.580 5.267 0.437  C2 1.569, Cl4 1.798, N5 1.469, H33 1.080
4 Cl -0.770 4.470 -0.443  C3 1.798
5 N 1.906 4.641 0.526  C3 1.469, C6 1.307, C20 1.480
6 C 2.829 5.499 0.872  N5 1.307, N7 1.379, N8 1.419
7 N 2.552 6.846 0.975  C6 1.379, H34 1.006, H35 1.007
8 N 4.178 5.238 1.226  C6 1.419, C9 1.465, H36 1.017
9 C 4.566 4.034 0.484  N8 1.465, F10 1.350, C11 1.531, H37 1.091
10 F 4.464 4.396 -0.813  C9 1.350
11 C 3.592 2.963 0.980  C9 1.531, C12 1.542, C20 1.536, H38 1.093
12 C 4.186 1.547 0.839  C11 1.542, C13 1.559, H39 1.088, H40 1.091
13 C 4.884 1.012 2.126  C12 1.559, C14 1.534, H41 1.091, H42 1.096
14 C 4.436 -0.407 2.504  C13 1.534, C15 1.538, H43 1.094, H44 1.090
15 C 4.483 -1.429 1.357  C14 1.538, O16 1.439, H45 1.094, H46 1.089
16 O 3.269 -2.202 1.389  C15 1.439, C17 1.362
17 C 3.463 -3.545 1.496  O16 1.362, C18 1.516, O19 1.172
18 C 2.493 -4.377 0.680  C17 1.516, H47 1.087, H48 1.087, H49 1.093
19 O 4.274 -4.051 2.174  C17 1.172
20 C 2.172 3.188 0.439  N5 1.480, C11 1.536, B21 1.650, S24 1.871
21 B 1.267 2.227 1.429  C20 1.650, O22 1.372, O23 1.365
22 O 1.827 1.648 2.540  B21 1.372, H50 0.971
23 O -0.067 1.956 1.331  B21 1.365, H51 0.968
24 S 2.068 2.460 -1.281  C20 1.871, C25 1.812, O26 1.439, O27 1.435
25 C 1.336 0.802 -1.286  S24 1.812, H52 1.091, H53 1.091, H54 1.091
26 O 3.370 2.237 -1.851  S24 1.439
27 O 1.407 3.351 -2.191  S24 1.435
28 H 1.614 4.826 3.014  C1 1.096
29 H 0.458 5.787 3.936  C1 1.089
30 H -0.006 4.242 3.318  C1 1.095
31 H 0.116 6.842 1.843  C2 1.091
32 H -1.109 5.638 1.781  C2 1.084
33 H 0.665 6.163 -0.159  C3 1.080
34 H 2.664 7.470 0.193  N7 1.006
35 H 2.305 7.166 1.897  N7 1.007
36 H 4.293 5.132 2.231  N8 1.017
37 H 5.576 3.696 0.718  C9 1.091
38 H 3.537 3.143 2.057  C11 1.093
39 H 3.506 0.787 0.462  C12 1.088
40 H 4.981 1.608 0.094  C12 1.091
41 H 5.966 1.069 1.994  C13 1.091
42 H 4.653 1.664 2.976  C13 1.096
43 H 5.131 -0.764 3.269  C14 1.094
44 H 3.458 -0.382 2.985  C14 1.090
45 H 4.509 -0.956 0.370  C15 1.094
46 H 5.388 -2.030 1.430  C15 1.089
47 H 2.041 -5.133 1.319  C18 1.087
48 H 2.980 -4.796 -0.197  C18 1.087
49 H 1.678 -3.735 0.337  C18 1.093
50 H 1.664 0.694 2.462  O22 0.971
51 H -0.395 1.843 0.427  O23 0.968
52 H 1.647 0.404 -2.253  C25 1.091
53 H 1.754 0.143 -0.525  C25 1.091
54 H 0.246 0.826 -1.309  C25 1.091
55 C 5.076 -5.797 -4.219  C56 1.508, O60 1.433, H61 1.087, H62 1.092
56 C 4.044 -6.860 -3.939  C55 1.508, O57 1.433, H63 1.092, H64 1.087
57 O 3.154 -6.199 -3.032  C56 1.433, C58 1.355
58 C 3.279 -4.864 -3.233  O57 1.355, O59 1.191, O60 1.355
59 O 2.560 -4.043 -2.758  C58 1.191
60 O 4.328 -4.588 -4.045  C55 1.433, C58 1.355
61 H 5.485 -5.859 -5.225  C55 1.087
62 H 5.898 -5.810 -3.501  C55 1.092
63 H 3.488 -7.148 -4.832  C56 1.092
64 H 4.470 -7.752 -3.486  C56 1.087
65 C -3.801 1.609 1.443  C66 1.506, O70 1.422, H71 1.088, H72 1.093
66 C -3.295 2.115 2.768  C65 1.506, O67 1.429, H73 1.092, H74 1.088
67 O -4.285 3.073 3.147  C66 1.429, C68 1.364
68 C -5.435 2.741 2.494  O67 1.364, O69 1.185, O70 1.360
69 O -6.499 3.222 2.698  C68 1.185
70 O -5.209 1.774 1.565  C65 1.422, C68 1.360
71 H -3.545 0.567 1.267  C65 1.088
72 H -3.446 2.208 0.600  C65 1.093
73 H -3.259 1.328 3.524  C66 1.092
74 H -2.314 2.580 2.694  C66 1.088
75 C -9.003 1.374 0.770  C76 1.504, O80 1.431, H81 1.084, H82 1.093
76 C -8.622 0.748 2.084  C75 1.504, O77 1.430, H83 1.093, H84 1.086
77 O -9.803 0.030 2.449  C76 1.430, C78 1.360
78 C -10.497 -0.228 1.309  O77 1.360, O79 1.186, O80 1.361
79 O -11.438 -0.948 1.241  C78 1.186
80 O -9.966 0.449 0.254  C75 1.431, C78 1.361
81 H -8.159 1.475 0.097  C75 1.084
82 H -9.479 2.350 0.893  C75 1.093
83 H -7.796 0.040 1.982  C76 1.093
84 H -8.365 1.484 2.840  C76 1.086
85 C 1.838 -11.706 -2.272  C86 1.510, O90 1.429, H91 1.087, H92 1.092
86 C 1.957 -10.202 -2.227  C85 1.510, O87 1.430, H93 1.092, H94 1.087
87 O 3.337 -9.990 -2.536  C86 1.430, C88 1.362
88 C 3.776 -11.077 -3.229  O87 1.362, O89 1.186, O90 1.356
89 O 4.827 -11.140 -3.776  C88 1.186
90 O 2.853 -12.070 -3.209  C85 1.429, C88 1.356
91 H 0.861 -12.043 -2.610  C85 1.087
92 H 2.061 -12.174 -1.311  C85 1.092
93 H 1.345 -9.710 -2.986  C86 1.092
94 H 1.711 -9.787 -1.252  C86 1.087
95 C -7.305 3.190 -3.742  C96 1.509, O100 1.431, H101 1.087, H102 1.091
96 C -7.582 3.830 -2.403  C95 1.509, O97 1.431, H103 1.092, H104 1.087
97 O -7.122 2.835 -1.483  C96 1.431, C98 1.359
98 C -6.206 2.068 -2.130  O97 1.359, O99 1.189, O100 1.354
99 O -5.511 1.262 -1.599  C98 1.189
100 O -6.186 2.346 -3.455  C95 1.431, C98 1.354
101 H -7.055 3.915 -4.513  C95 1.087
102 H -8.133 2.571 -4.091  C95 1.091
103 H -7.009 4.746 -2.248  C96 1.092
104 H -8.637 4.042 -2.247  C96 1.087

The calculation puts the HOMO energy at -11.75 eV. As for the maximum force: 4.36 eV Å⁻¹. As for the LUMO energy: -4.364 eV. Its spin multiplicity is 1. For the total energy, the calculation gives -3860.4418 Ha. The net charge is +1.

These are the Mulliken partial charges, in e, on atoms 1 to 5: number 1, C, carries -0.7749; number 2, C, carries -0.9586; number 3, C, carries 0.0668; number 4, Cl, carries -0.0607; number 5, N, carries 0.7638

# 2
This record from the Open Molecules 2025 dataset describes a 7-piece molecular cluster, C29H47BN6O overall. The level of theory is ωB97M-V/def2-TZVPD.

Each atom is followed by the atoms it is bonded to, with distances in Å.
Positions of all 84 atoms, in Å:
1 C 34.663 12.961 35.840  C2 1.534, H12 1.209, H13 1.060, H14 1.004
2 C 33.554 12.012 35.369  C1 1.534, C3 1.562, N7 1.450, C11 1.607
3 C 34.134 10.574 35.177  C2 1.562, C4 1.622, H15 1.223, H16 1.017
4 C 33.040 9.391 34.994  C3 1.622, C5 1.542, H17 1.186, H18 1.144
5 C 32.205 9.618 36.270  C4 1.542, C6 1.623, H19 0.926, H20 0.993
6 C 31.457 11.048 36.447  C5 1.623, N7 1.414, C9 1.582, C10 1.526
7 N 32.424 12.065 36.276  C2 1.450, C6 1.414, O8 1.301
8 O 32.161 13.277 36.670  N7 1.301
9 C 30.858 11.102 37.910  C6 1.582, H21 1.136, H22 1.138, H23 1.132
10 C 30.322 11.156 35.432  C6 1.526, H24 1.072, H25 1.030, H26 1.043
11 C 33.136 12.597 33.932  C2 1.607, H27 0.936, H28 1.016, H29 1.079
12 H 35.772 12.857 35.371  C1 1.209
13 H 34.991 12.723 36.819  C1 1.060
14 H 34.462 13.914 35.597  C1 1.004
15 H 34.932 10.131 35.991  C3 1.223
16 H 34.719 10.526 34.346  C3 1.017
17 H 33.699 8.411 34.889  C4 1.186
18 H 32.558 9.576 33.973  C4 1.144
19 H 32.908 9.568 36.871  C5 0.926
20 H 31.557 8.902 36.501  C5 0.993
21 H 30.444 12.155 38.014  C9 1.136
22 H 31.539 11.013 38.818  C9 1.138
23 H 30.143 10.229 37.818  C9 1.132
24 H 29.666 12.004 35.418  C10 1.072
25 H 29.651 10.401 35.633  C10 1.030
26 H 30.532 11.066 34.414  C10 1.043
27 H 33.892 13.035 33.597  C11 0.936
28 H 32.282 13.145 33.977  C11 1.016
29 H 32.847 11.917 33.145  C11 1.079
30 B 35.773 10.184 38.935  H31 1.239, H32 1.282, H33 1.282, H34 1.150
31 H 34.561 9.926 38.936  B30 1.239
32 H 36.454 9.161 38.569  B30 1.282
33 H 36.121 10.942 37.961  B30 1.282
34 H 36.086 10.678 39.925  B30 1.150
35 N 31.959 8.086 39.655  C36 1.367, C39 1.379, H40 0.983
36 C 32.320 6.906 39.066  N35 1.367, C37 1.570, H41 0.982
37 C 31.086 6.221 38.378  C36 1.570, C38 1.459, H42 1.057
38 C 30.026 7.111 38.839  C37 1.459, C39 1.565, H43 1.190
39 C 30.593 8.231 39.774  N35 1.379, C38 1.565, H44 1.093
40 H 32.620 8.656 40.107  N35 0.983
41 H 33.220 6.513 39.086  C36 0.982
42 H 31.204 5.342 37.803  C37 1.057
43 H 28.857 7.126 38.616  C38 1.190
44 H 29.992 9.022 40.229  C39 1.093
45 N 36.608 6.597 40.843  C46 1.438, C49 1.338, H50 1.169
46 C 35.802 5.694 40.066  N45 1.438, C47 1.444, H51 1.129
47 C 35.537 4.608 40.980  C46 1.444, C48 1.414, H52 1.040
48 C 36.212 4.814 42.205  C47 1.414, C49 1.545, H53 1.284
49 C 36.889 6.198 42.089  N45 1.338, C48 1.545, H54 1.096
50 H 36.955 7.651 40.476  N45 1.169
51 H 35.331 5.703 39.040  C46 1.129
52 H 34.912 3.786 40.853  C47 1.040
53 H 36.336 3.917 43.115  C48 1.284
54 H 37.443 6.743 42.862  C49 1.096
55 N 37.112 12.528 41.776  C56 1.393, C59 1.435, H60 0.970
56 C 38.143 12.035 42.572  N55 1.393, C57 1.490, H61 1.027
57 C 38.217 12.674 43.916  C56 1.490, C58 1.525, H62 1.095
58 C 36.979 13.560 43.831  C57 1.525, C59 1.458, H63 1.056
59 C 36.396 13.543 42.495  N55 1.435, C58 1.458, H64 0.988
60 H 36.895 12.327 40.852  N55 0.970
61 H 38.785 11.374 42.119  C56 1.027
62 H 39.091 12.603 44.572  C57 1.095
63 H 36.658 14.036 44.717  C58 1.056
64 H 35.621 14.010 42.098  C59 0.988
65 N 36.145 7.574 36.300  C66 1.372, C69 1.389, H70 1.048
66 C 35.250 6.580 35.994  N65 1.372, C67 1.510, H71 1.063
67 C 35.874 5.904 34.797  C66 1.510, C68 1.455, H72 0.897
68 C 37.109 6.578 34.425  C67 1.455, C69 1.595, H73 1.133
69 C 37.308 7.691 35.550  N65 1.389, C68 1.595, H74 1.104
70 H 35.900 8.233 37.077  N65 1.048
71 H 34.410 6.454 36.633  C66 1.063
72 H 35.445 5.283 34.312  C67 0.897
73 H 38.006 6.387 33.760  C68 1.133
74 H 38.158 8.326 35.855  C69 1.104
75 N 35.679 10.467 43.510  C76 1.427, C79 1.416, H80 1.062
76 C 34.693 10.315 44.530  N75 1.427, C77 1.538, H81 1.076
77 C 34.039 8.949 44.260  C76 1.538, C78 1.458, H82 1.039
78 C 34.636 8.486 43.013  C77 1.458, C79 1.505, H83 1.119
79 C 35.736 9.411 42.568  N75 1.416, C78 1.505, H84 1.096
80 H 36.220 11.380 43.465  N75 1.062
81 H 34.664 11.003 45.357  C76 1.076
82 H 33.299 8.514 44.845  C77 1.039
83 H 34.314 7.659 42.331  C78 1.119
84 H 36.189 9.657 41.601  C79 1.096

As for the energy above the lowest of the compared OMol25 structures with the same formula, charge and spin: 136.61 kJ/mol. The calculation puts the HOMO energy at -6.86 eV. As for the maximum force: 13.70 eV Å⁻¹. As for the LUMO energy: -4.256 eV. Its spin multiplicity is 1. For the total energy, the calculation gives -1561.1149 Ha.

These are the Mulliken partial charges, in e, on atoms 1 to 5: number 1, C, carries -1.8695; number 2, C, carries 1.6561; number 3, C, carries -1.1907; number 4, C, carries -0.5352; number 5, C, carries -2.0159

What is the spin multiplicity in the first record? 1

What is the formula in the second record? C29H47BN6O

Which formula does entry 2 have? C29H47BN6O